No. 1
The following is a quantum chemistry calculation of the molecule C7H10N2O in a non-equilibrium geometry, from the Open Molecules 2025 dataset.

LUMO energy = 0.00351 Eh
orbital gap = 9.2 eV

```
20
Properties=species:S:1:pos:R:3:forces:R:3
C 2.37924 0.59879 -2.17662 -0.3 -0.7 -0.7
C 1.10140 1.10452 -2.11739 2.6 -2.8 2.3
C 1.44383 -0.54940 -0.72278 -1.4 0.4 1.8
C -0.77587 0.16688 -0.58121 -0.2 2.7 3.7
C -0.49021 -0.57439 0.83223 -2.9 1.2 -1.3
C -0.05365 0.49450 1.77794 1.2 -0.7 0.3
C -1.91256 -1.15142 1.39931 1.4 -0.5 -0.7
N 2.60891 -0.43041 -1.28182 -1.9 -1.2 1.1
N 0.52617 0.43299 -1.06722 1.4 -1.8 0.2
O 0.47432 -1.56331 0.59991 2.1 2.4 -2.9
H 3.07440 0.62561 -2.98323 0.5 0.9 -0.2
H 0.74459 1.87728 -2.63801 -1.8 2.6 -1.7
H -1.21739 -0.46641 -1.22190 -2.1 -2.3 -2.2
H -1.40896 1.11460 -0.42486 1.0 -1.4 -0.2
H -0.67969 1.32427 1.66236 -1.0 1.4 0.0
H 0.95977 0.79166 1.58885 0.6 0.3 -0.2
H -0.09617 0.17216 2.79684 0.0 -0.3 0.7
H -1.64812 -2.22763 1.42359 -0.7 0.4 0.9
H -2.82615 -1.08632 0.78041 0.8 0.3 -0.4
H -2.20385 -0.65396 2.35359 0.6 -0.8 -0.5
```
Positions in Å, forces in eV/Å.

---

No. 2
The following is a quantum chemistry calculation of C7H10N2O2S as an isolated structure in a non-equilibrium geometry, from the Open Molecules 2025 dataset.

LUMO energy = -0.00646 Eh
orbital gap = 9.2 eV

```
22
Properties=species:S:1:pos:R:3:forces:R:3
C 3.17639 -0.55077 0.50151 4.8 -1.3 0.7
C 1.94007 0.25738 0.36353 1.5 -0.3 1.0
C 1.08011 -0.59699 -0.55884 -1.4 -2.0 -1.3
C -0.48549 -0.19080 -0.44164 0.7 -4.7 0.1
C -1.36884 -1.26829 -0.32978 -0.2 0.5 -1.0
C -3.22379 0.12081 -0.03881 0.4 0.7 -1.4
C -0.97830 1.13486 -0.27021 -0.6 1.3 -0.4
H 3.41405 -1.47164 1.51647 -1.3 2.9 -3.4
H 3.35250 -1.06369 -0.62561 0.3 1.2 3.3
H 3.93021 0.37763 0.72531 -0.9 -2.9 -0.6
H 1.63686 0.43097 1.50737 -0.4 0.0 -2.7
H 1.59797 1.93291 -0.25124 -0.4 1.3 -0.6
H 1.33598 -1.81703 -0.23229 -1.6 3.5 -0.7
H 1.49068 -0.69282 -1.76997 -1.2 1.1 3.6
H -0.90211 -2.37199 -0.33199 -1.6 2.6 -0.1
H -5.31587 -0.73377 0.97584 0.8 1.7 -1.4
H -2.64259 2.24662 0.10795 -0.5 -0.3 0.1
N -2.82135 -1.08085 -0.34814 2.5 0.4 1.8
N -2.39424 1.28960 -0.11670 0.7 -2.7 0.4
O 2.44819 1.49118 -0.28593 -1.6 -1.8 1.3
O -0.27735 2.13813 -0.25634 -0.3 0.0 0.1
S -4.99306 0.41854 0.15953 0.2 -1.3 1.2
```
Positions in Å, forces in eV/Å.

---

No. 3
The following is a quantum chemistry calculation of the molecule C7H10N2O2S2 in a non-equilibrium geometry, from the Open Molecules 2025 dataset.

LUMO energy (alpha / beta) = 0.00678 / -0.05658 Eh
orbital gap (alpha / beta) = 6.1 / 8.1 eV
spin multiplicity = 3

```
23
Properties=species:S:1:pos:R:3:forces:R:3
C -2.70783 0.92132 0.12586 0.4 -0.9 -0.9
C -2.49874 -0.26627 -0.63586 -1.0 -0.6 -0.6
C -1.86925 1.23871 1.17716 0.7 0.3 2.1
C -1.58709 -1.13078 -0.11093 -1.1 -2.0 -4.9
C -0.95317 0.30978 1.66546 -2.0 2.3 -1.2
C 2.10300 0.72350 0.80507 -3.6 3.7 0.1
C 1.10512 0.58831 -1.48861 -0.1 2.9 1.2
N -0.87966 -0.85614 0.99396 2.7 -3.1 2.6
N 1.35577 0.02468 -0.16466 0.6 -2.3 -1.4
O 2.93038 -1.89834 0.47550 0.4 -0.5 0.6
O 1.21773 -2.22625 -1.26758 -0.1 0.5 1.4
S 0.32153 -2.02450 1.54053 -1.5 1.1 -0.3
S 1.62142 -1.61068 -0.01038 -0.1 0.6 -3.1
H -3.49889 1.52023 -0.17415 -1.1 1.5 -0.2
H -3.16229 -0.47525 -1.60883 1.9 0.3 2.4
H -2.04455 2.18267 1.70641 0.3 -0.4 -0.2
H -1.24031 -2.01824 -0.76820 -0.6 1.4 1.7
H 2.58387 1.54591 0.28821 0.4 0.2 0.5
H 1.37003 1.07533 1.60025 1.1 0.2 -0.7
H 2.69001 0.03356 1.20516 3.3 -2.0 2.2
H 0.04222 0.88020 -1.44480 0.4 0.0 -0.9
H 1.74862 1.56100 -1.67319 -1.1 -1.9 0.6
H 1.35208 -0.09873 -2.23639 0.0 -1.0 -1.2
```
Positions in Å, forces in eV/Å.

---

No. 4
The following is a quantum chemistry calculation of a 2-piece molecular cluster, C7H10N2O3 overall in a non-equilibrium geometry, from the Open Molecules 2025 dataset.

LUMO energy = 0.01547 Eh
structure (SMILES) = C#C[C@@H](O)C=O.N/C=C/C(N)=O
orbital gap = 9.3 eV

```
22
Properties=species:S:1:pos:R:3:forces:R:3
C 0.37281 1.89592 0.57170 -0.7 0.1 0.9
C -0.38031 1.82786 1.51672 0.8 0.1 -1.1
C -1.28752 1.70591 2.66950 0.0 -0.1 0.0
O -2.53087 2.30529 2.46711 0.0 0.0 0.0
C -1.45870 0.21771 2.95991 -0.4 -0.3 0.1
O -2.55752 -0.28702 2.95515 0.7 0.2 0.0
H 1.04881 1.99545 -0.25022 -0.2 0.0 0.5
H -0.79025 2.15409 3.54105 0.0 0.0 0.0
H -3.17453 1.57833 2.42793 0.0 0.1 0.0
H -0.53284 -0.35625 3.16584 -0.2 0.1 -0.1
N -1.15609 -2.04213 -1.85904 0.0 -0.4 0.0
C 0.03511 -1.39359 -1.64266 0.1 0.4 0.2
C 1.18869 -1.61469 -2.29175 -0.1 -0.3 -0.2
C 2.42735 -0.86151 -2.03586 0.4 -0.2 -0.1
N 2.28070 0.38785 -1.44706 0.3 0.3 -0.1
O 3.53570 -1.31506 -2.28643 -0.6 0.3 0.1
H -1.11926 -2.90969 -2.38487 0.0 0.3 0.1
H -1.79329 -2.08660 -1.07992 0.0 0.1 -0.1
H -0.01742 -0.60539 -0.87978 0.0 -0.3 -0.3
H 1.28956 -2.44686 -2.99390 0.0 0.3 0.2
H 3.14842 0.91838 -1.41244 -0.3 -0.2 0.0
H 1.47146 0.93199 -1.71097 0.2 -0.3 -0.2
```
Positions in Å, forces in eV/Å.

---

No. 5
The following is a quantum chemistry calculation of C7H10N2O4S as an isolated structure in a non-equilibrium geometry, from the Open Molecules 2025 dataset.

LUMO energy = -0.02893 Eh
orbital gap = 8.7 eV

```
24
Properties=species:S:1:pos:R:3:forces:R:3
C -0.69736 -0.45202 1.45742 1.0 1.2 1.1
C 1.68019 0.08412 2.20091 -0.2 0.6 0.6
C 0.20386 -1.51605 -0.71922 -0.5 -1.3 -0.7
C 0.94359 -1.77899 0.55688 2.5 0.1 1.1
C -0.96775 0.27475 -1.99462 -0.6 -0.6 -1.0
C 0.27385 1.26351 -0.54139 1.2 1.1 -6.5
C 0.27413 -0.12083 -1.26393 2.1 -1.7 0.1
N 0.57785 -0.63405 1.45567 -1.5 -2.7 -1.0
N -0.66295 1.67448 -1.69570 -2.2 1.5 1.3
O 1.20757 1.09219 2.75356 -0.1 0.2 0.3
O 2.75078 -0.45534 2.16242 0.5 -0.1 -0.1
O 0.06140 1.79553 0.63307 -1.5 1.8 4.6
O -2.34698 1.43926 1.33214 -0.9 -0.9 -1.3
S -0.84281 1.34576 1.94710 -0.2 -0.6 -1.7
H 0.35831 -2.22054 -1.55535 1.0 0.2 0.4
H -0.82383 -1.78674 -0.55095 -0.7 0.3 0.6
H 0.59747 -2.69774 1.04469 0.3 0.1 -0.2
H 2.10986 -1.73254 0.59596 -2.1 -0.3 -0.6
H -1.12387 -0.16493 -3.04914 0.4 1.3 1.3
H -1.83867 -0.03992 -1.39428 0.1 -0.3 -0.2
H 1.16116 1.84912 -0.86627 0.2 -0.9 0.6
H 1.25463 -0.13987 -1.84153 -1.4 0.6 0.2
H -1.50802 2.19751 -1.30399 1.5 -0.7 -0.9
H -2.64240 0.72336 0.63656 1.3 1.4 2.0
```
Positions in Å, forces in eV/Å.

---

No. 6
The following is a quantum chemistry calculation of C7H10N2O6 as an isolated structure in a non-equilibrium geometry, from the Open Molecules 2025 dataset.

LUMO energy = 0.01424 Eh
orbital gap = 9.1 eV

```
25
Properties=species:S:1:pos:R:3:forces:R:3
C -1.48407 0.69360 -0.07915 2.9 -2.9 -2.1
C -0.59068 1.85574 0.09516 -0.4 0.5 0.3
C 0.84265 -1.51375 0.80593 0.6 0.1 0.3
C -0.30919 -0.58843 -0.92238 -2.5 2.8 1.7
C 0.91299 0.30950 -0.83610 0.3 -0.4 0.1
C 1.67236 -0.29162 0.38303 -0.6 0.7 0.2
C -3.39892 -0.71303 -0.17067 -0.4 -0.4 0.0
N -2.74922 0.56855 0.09119 0.9 -0.1 -0.1
N 4.03323 0.16976 0.15187 -1.0 -0.5 0.0
O -3.47732 1.49440 0.54083 -0.7 0.6 0.4
O 5.05224 -0.27898 -0.22784 1.0 -0.5 -0.4
O 3.77971 1.22315 0.62076 -0.2 1.3 0.5
O 0.57131 1.65694 -0.70293 -0.2 0.1 -0.1
O -0.13719 -1.72702 -0.19049 0.0 -0.3 -0.5
O 2.96037 -0.73881 0.01830 0.7 -0.9 -0.3
H -1.04569 2.78418 -0.25321 -0.1 0.0 0.1
H -0.30299 1.99283 1.14960 -0.1 0.0 -0.1
H 1.47220 -2.40455 0.85222 -0.1 0.1 0.1
H 0.36286 -1.34978 1.77543 0.0 0.0 -0.1
H -0.74521 -0.79323 -1.89110 0.0 0.0 -0.1
H 1.54601 0.25275 -1.72824 0.0 -0.1 0.2
H 1.75910 0.45766 1.17716 -0.1 -0.2 -0.2
H -4.30961 -0.51993 -0.73552 0.1 0.1 0.0
H -2.73730 -1.38209 -0.70906 0.0 0.0 0.0
H -3.67761 -1.15784 0.78521 0.1 0.1 0.0
```
Positions in Å, forces in eV/Å.

---

So what do the calculations give for electronic energy? Going down the list: -457.338256, -930.765195, -1328.855180, -607.878820, -1081.174009, -833.410027 Eh.
So what do the calculations give for energy above the lowest of the compared OMol25 structures with the same formula, charge and spin? Going down the list: 107.0, 109.0, 66.5, 74.4, 110.4, 126.7 kcal/mol.